[1]
Molecular formula: C43H29Cl76F3O6S
Method: DFT, ωB97M-V/def2-TZVPD

Geometry (Å):
C  -0.3828  1.2429  6.0888
C  -1.3863  0.3737  5.7851
C  -1.7793  0.0676  4.3726
C  -2.4543  0.9371  3.6174
C  -2.8756  2.3128  4.0386
C  -2.8300  0.5239  2.2106
O  -3.9094  0.8521  1.7574
C  -1.8078  -0.3250  1.5015
C  -1.5496  -0.2354  0.1495
C  -2.2720  0.7779  -0.7169
C  -1.4457  2.0993  -0.6653
C  -1.8830  3.1155  -1.7412
O  -1.3961  2.6175  0.6466
C  -0.6098  -1.0832  -0.4124
S  -0.1736  -1.1451  -2.1294
O  0.5067  -2.3965  -2.3219
O  -1.2795  -1.0600  -3.0397
C  1.0812  0.1568  -2.5992
F  0.5556  1.2148  -3.1864
F  1.8868  -0.4255  -3.4847
F  1.8370  0.4585  -1.5363
C  0.0705  -1.9682  0.3866
C  -0.1313  -2.0587  1.7373
C  0.6858  -3.0141  2.5907
C  1.4957  -4.0828  1.8021
C  2.9876  -3.7406  1.6544
C  3.2973  -2.7731  0.5000
C  4.7737  -2.3270  0.4056
O  4.8320  -0.9097  0.2792
C  4.6496  -0.2739  1.5298
C  4.2133  1.1961  1.2491
C  -1.1025  -1.2314  2.2889
C  -1.3971  -1.2651  3.7865
O  -1.3566  -2.2750  4.4570
H  -0.4471  2.2861  5.7648
H  0.4457  0.8705  6.6915
H  -1.9157  -0.1668  6.5762
H  -2.1244  3.0394  3.6963
H  -3.7848  2.5597  3.4770
H  -3.0356  2.4203  5.1096
H  -2.4095  0.4284  -1.7395
H  -3.2577  1.0335  -0.3194
H  -0.4130  1.8080  -0.9059
H  -0.9784  3.5761  -2.1477
H  -2.4385  2.6463  -2.5545
H  -2.4386  3.9218  -1.2469
H  -2.1543  3.1885  0.8141
H  0.7984  -2.6132  -0.0847
H  1.4390  -2.3938  3.1039
H  0.1119  -3.5025  3.3735
H  1.0512  -4.3455  0.8368
H  1.4447  -4.9963  2.4063
H  3.5120  -4.6851  1.4406
H  3.4275  -3.3672  2.5891
H  2.6843  -1.8701  0.6237
H  2.9748  -3.2145  -0.4521
H  5.3393  -2.6686  1.2871
H  5.2214  -2.7499  -0.4978
H  5.5677  -0.3403  2.1321
H  3.8308  -0.7031  2.1298
H  4.6987  1.4786  0.3088
H  3.1320  1.2063  1.0930
H  4.5522  1.8721  2.0370
C  -1.1359  4.6255  8.0910
Cl  0.0831  4.5992  6.8031
Cl  -1.5813  6.2992  8.4411
Cl  -2.5715  3.7431  7.5694
Cl  -0.4706  3.8746  9.5454
C  -4.2369  -0.8725  -5.3638
Cl  -2.6183  -1.4805  -5.7091
Cl  -4.3106  -0.2916  -3.6970
Cl  -4.6272  0.4574  -6.4639
Cl  -5.4057  -2.1890  -5.5850
C  -7.3462  -1.2371  -0.8074
Cl  -5.6555  -1.2805  -0.2930
Cl  -7.4443  -1.6218  -2.5276
Cl  -8.2761  -2.4187  0.1245
Cl  -8.0038  0.3802  -0.5341
C  2.4337  5.2558  -1.7623
Cl  3.2031  5.7821  -3.2635
Cl  2.3467  3.4888  -1.7341
Cl  3.3857  5.8170  -0.3827
Cl  0.8045  5.9359  -1.6665
C  -1.5747  -6.7241  3.2809
Cl  -2.7872  -7.9599  3.6329
Cl  -0.6553  -6.3599  4.7480
Cl  -0.4690  -7.3207  2.0327
Cl  -2.3734  -5.2534  2.7130
C  -6.8072  3.8116  8.3409
Cl  -8.1214  2.6544  8.5810
Cl  -5.8761  3.9660  9.8345
Cl  -5.7485  3.2362  7.0444
Cl  -7.4747  5.3868  7.9016
C  7.9183  -1.7693  -2.0388
Cl  6.5912  -0.6875  -2.4861
Cl  7.4285  -3.4503  -2.3239
Cl  9.3442  -1.3880  -3.0111
Cl  8.3002  -1.5516  -0.3303
C  9.8939  -4.3371  -5.8650
Cl  9.9873  -4.7525  -4.1477
Cl  9.4597  -5.7761  -6.7964
Cl  8.6671  -3.0886  -6.1104
Cl  11.4624  -3.7302  -6.4054
C  -8.2883  8.8756  5.9330
Cl  -6.7945  8.0194  5.5295
Cl  -8.2158  9.4182  7.6136
Cl  -8.4751  10.2720  4.8667
Cl  -9.6621  7.7831  5.7243
C  -7.9342  -0.3234  -8.5835
Cl  -7.9711  -0.6882  -6.8545
Cl  -6.2573  -0.2473  -9.1394
Cl  -8.7843  -1.5950  -9.4614
Cl  -8.7193  1.2456  -8.8665
C  -7.0405  3.8600  1.4722
Cl  -7.9637  4.2192  0.0074
Cl  -7.5530  2.3014  2.1198
Cl  -5.3152  3.8031  1.0747
Cl  -7.3277  5.1232  2.6740
C  -10.2077  0.2277  -13.4810
Cl  -9.0101  -0.8872  -14.1520
Cl  -11.7932  -0.5565  -13.4564
Cl  -9.7426  0.6670  -11.8344
Cl  -10.2858  1.6824  -14.4842
C  8.3110  2.3079  1.8767
Cl  7.6448  3.9417  1.7357
Cl  10.0767  2.3876  1.8414
Cl  7.7838  1.5887  3.4061
Cl  7.7385  1.3146  0.5349
C  13.4084  -0.2917  -6.6314
Cl  14.1164  1.2581  -7.0927
Cl  12.2965  -0.0513  -5.2770
Cl  12.5274  -0.9760  -8.0020
Cl  14.6944  -1.4085  -6.1461
C  -10.1759  -5.0925  -8.3444
Cl  -11.0469  -4.6900  -9.8305
Cl  -10.7314  -6.6578  -7.7395
Cl  -8.4416  -5.1754  -8.6837
Cl  -10.4848  -3.8482  -7.1262
C  -5.9887  4.1285  14.2363
Cl  -6.3645  5.6654  15.0238
Cl  -7.3998  3.5676  13.3322
Cl  -4.6294  4.3535  13.1258
Cl  -5.5556  2.9287  15.4594
C  9.3638  -5.6898  1.0388
Cl  10.4072  -5.4460  2.4447
Cl  8.0548  -4.5040  1.0635
Cl  10.3124  -5.4842  -0.4407
Cl  8.6858  -7.3222  1.0828
C  -3.0389  -5.7455  -1.6599
Cl  -1.8520  -4.4940  -2.0226
Cl  -2.3656  -6.8485  -0.4537
Cl  -4.5045  -4.9904  -1.0126
Cl  -3.4382  -6.6404  -3.1327
C  17.3034  2.9718  -5.0461
Cl  15.9918  4.0565  -5.5304
Cl  16.8049  1.2971  -5.3017
Cl  18.7398  3.3154  -6.0180
Cl  17.6744  3.2251  -3.3361

Computed properties:
- total energy (Ha) = -37779.3501
- E_HOMO (eV) = -8.83

=====

[2]
Molecular formula: C43H30MnN8S
Method: DFT, ωB97M-V/def2-TZVPD

Geometry (Å):
Mn  0.8396  -0.1487  -0.0437
C  -0.2407  -4.4075  -0.3507
C  -1.0874  -4.6850  0.7196
C  -1.4425  -3.6520  1.5485
C  -0.9561  -2.3530  1.3228
N  -0.1204  -2.0891  0.2949
C  0.2058  -3.1220  -0.5167
N  -1.4390  -1.4170  2.2125
C  -1.1333  -0.1710  2.2494
N  -0.2560  0.5556  1.4731
C  -0.2400  1.8581  1.9329
N  0.4589  2.8657  1.5594
C  1.4294  2.8824  0.5807
C  2.0682  4.1269  0.4389
C  3.0616  4.3005  -0.4901
C  3.4170  3.2127  -1.2848
C  2.7551  2.0259  -1.1024
N  1.7697  1.8339  -0.1960
C  -1.1938  1.9794  3.0538
C  -1.5403  3.0582  3.8447
C  -2.4693  2.8284  4.8518
C  -3.0201  1.5623  5.0541
C  -2.6611  0.4836  4.2556
C  -1.7400  0.7249  3.2539
H  0.0712  -5.1713  -1.0479
H  -1.4624  -5.6848  0.8921
H  -2.1034  -3.7860  2.3915
H  0.8636  -2.8906  -1.3393
H  1.7410  4.9213  1.0925
H  3.5542  5.2574  -0.5989
H  4.1920  3.2793  -2.0345
H  3.0127  1.1731  -1.7118
H  -1.1023  4.0331  3.6807
H  -2.7729  3.6431  5.4957
H  -3.7387  1.4224  5.8508
H  -3.0772  -0.5032  4.4048
C  2.1743  -1.3074  -3.9960
C  3.4314  -1.8246  -3.7293
C  3.8973  -1.8669  -2.4251
C  3.1151  -1.3842  -1.3756
C  1.8487  -0.8418  -1.6443
C  1.3904  -0.8214  -2.9563
C  3.5774  -1.4234  0.0304
C  4.8299  -1.9820  0.3792
C  5.2177  -2.0016  1.6808
C  4.3717  -1.4616  2.6714
C  4.7290  -1.4519  4.0387
C  3.8879  -0.9159  4.9698
C  2.6564  -0.3678  4.5608
C  2.2876  -0.3668  3.2445
C  3.1348  -0.9173  2.2591
N  2.7571  -0.9137  0.9377
H  1.8018  -1.2843  -5.0121
H  4.0490  -2.2014  -4.5333
H  4.8785  -2.2823  -2.2452
H  0.4054  -0.4392  -3.1873
H  5.4716  -2.3933  -0.3831
H  6.1710  -2.4264  1.9707
H  5.6822  -1.8770  4.3271
H  4.1608  -0.9076  6.0160
H  1.9913  0.0605  5.2993
H  1.3460  0.0581  2.9433
S  -4.4860  2.6367  -3.2601
C  -3.0958  1.8261  -2.5223
C  -3.2436  0.7548  -1.6452
C  -2.1163  0.1924  -1.0864
N  -0.8764  0.6325  -1.3343
C  -0.7410  1.6682  -2.1646
C  -1.8116  2.2875  -2.7834
C  -5.3684  1.2012  -3.8451
C  -6.5178  0.7696  -3.2020
C  -7.1690  -0.3515  -3.7030
N  -6.7473  -1.0323  -4.7621
C  -5.6502  -0.5985  -5.3770
C  -4.9283  0.5120  -4.9661
H  -4.2213  0.3636  -1.4006
H  -2.2041  -0.6395  -0.3988
H  0.2702  2.0084  -2.3521
H  -1.6458  3.1154  -3.4584
H  -6.9025  1.2936  -2.3376
H  -8.0703  -0.7158  -3.2237
H  -5.3325  -1.1621  -6.2467
H  -4.0494  0.8322  -5.5092

Computed properties:
- total energy (Ha) = -3643.7836
- 2S+1 = 5
- E_HOMO (spin up / spin down) (eV) = -10.64 / -10.69
- relative energy (zero: lowest compared OMol25 entry of this formula, charge and spin) (eV) = 0.0000
- total charge = +1

=====

[3]
Molecular formula: C43H30N12NbO2
Method: DFT, ωB97M-V/def2-TZVPD

Geometry (Å):
Nb  9.9153  12.6692  10.8408
C  9.9323  17.3777  15.4832
C  9.0112  17.9937  14.6253
C  8.6637  17.4191  13.4357
C  9.2212  16.1510  13.1302
C  8.9834  15.2692  12.0126
N  9.8939  14.1737  12.1829
C  10.6269  14.3029  13.4402
N  11.4302  13.3586  13.9707
C  11.6301  12.1043  13.4687
C  12.2498  11.0135  14.1518
C  12.7342  10.9157  15.4890
C  13.4060  9.7417  15.8828
C  13.4939  8.6554  14.9743
C  12.9250  8.7070  13.6917
C  12.3308  9.8918  13.2830
C  11.7317  10.3157  11.9811
N  11.6025  9.5056  10.8937
C  10.8356  9.7636  9.8037
N  9.9521  10.8638  9.6363
C  9.2660  10.8332  8.3992
N  8.2882  11.6423  7.9310
C  7.8642  12.7618  8.5841
N  8.2940  13.2308  9.8739
C  7.6548  14.4901  10.1822
N  7.9429  15.3931  11.1529
C  6.7694  14.7694  9.1233
C  6.0849  15.9114  8.7469
C  5.4132  15.9933  7.5174
C  5.6115  15.0106  6.5503
C  6.3313  13.8571  6.8615
C  6.9182  13.7326  8.1170
C  9.7830  9.6591  7.6921
C  9.4930  9.1358  6.4566
C  10.0490  7.8776  6.1285
C  10.9554  7.2244  6.9480
C  11.2282  7.7319  8.2115
C  10.6687  8.9567  8.6128
N  11.3033  11.6326  12.1800
C  10.2266  15.5587  13.9959
C  10.5451  16.1538  15.1979
H  10.1530  17.8618  16.4378
H  8.5060  18.9067  14.9470
H  7.9772  17.8830  12.7142
H  12.6426  11.7267  16.1959
H  13.7849  9.6308  16.8936
H  13.9721  7.7199  15.2835
H  12.8642  7.8456  13.0500
H  5.9706  16.6993  9.4714
H  4.7627  16.8264  7.3234
H  5.1933  15.1298  5.5698
H  6.4753  13.0646  6.1114
H  8.8874  9.6979  5.7667
H  9.7017  7.3925  5.2267
H  11.3491  6.2862  6.6461
H  11.9386  7.1802  8.8651
H  11.2652  15.6951  15.8502
C  10.6199  14.8112  7.4410
C  11.6803  14.1571  8.2717
N  11.5600  13.5343  9.4794
C  12.8369  13.0745  9.8343
C  13.7139  13.3592  8.8031
N  12.9800  14.0662  7.8612
H  9.7928  15.2180  8.0585
H  10.1637  14.1185  6.7270
H  11.0674  15.6335  6.8768
H  13.0222  12.6580  10.8445
H  14.7471  13.1346  8.6361
H  13.3581  14.4571  6.9831
O  5.9738  14.1900  13.4614
C  6.4235  14.5498  14.7597
N  6.4414  13.3909  15.6215
C  6.2162  12.0302  15.3036
O  5.5925  11.3369  16.1342
C  6.8903  11.3487  14.1565
C  6.7620  9.9477  14.0555
C  7.4592  9.2757  13.0677
C  8.2228  10.0130  12.1520
N  8.3368  11.3729  12.2399
C  7.6870  12.0400  13.2619
H  5.1584  14.7080  13.2610
H  5.8322  15.3375  15.2707
H  7.4575  14.8648  14.6527
H  6.2679  13.5821  16.5936
H  6.1161  9.4347  14.7646
H  7.3880  8.2075  13.0666
H  8.7801  9.5461  11.3270
H  7.6518  13.1099  13.2098

Computed properties:
- total energy (Ha) = -2520.3250
- E_HOMO (spin up / spin down) (eV) = -14.37 / -14.37
- total charge = +3

=====

[4]
Molecular formula: C43H31AsBF15GeN5RhS2
Method: DFT, ωB97M-V/def2-TZVPD

Geometry (Å):
Rh  -1.0783  -0.0723  0.6626
S  -4.6881  1.3300  -1.4689
C  -3.7589  2.7587  -1.1295
C  -4.0845  4.0688  -1.4597
C  -3.2445  5.0718  -1.0208
C  -2.1094  4.7636  -0.2651
C  -1.7696  3.4622  0.0417
C  -2.6051  2.4387  -0.4052
N  -2.4907  1.0663  -0.1850
C  -3.5253  0.3920  -0.6316
C  -3.6511  -0.9859  -0.2219
C  -4.7512  -1.8023  -0.4690
C  -4.8231  -3.0339  0.1547
C  -3.8083  -3.4168  1.0282
C  -2.6971  -2.6098  1.2436
C  -2.5892  -1.3853  0.5976
H  -4.9795  4.2916  -2.0247
H  -3.4755  6.1035  -1.2487
H  -1.4750  5.5643  0.0932
H  -0.8902  3.2499  0.6365
H  -5.5514  -1.4662  -1.1188
H  -5.6712  -3.6845  -0.0122
H  -3.8838  -4.3631  1.5503
H  -1.9319  -2.9500  1.9301
B  0.7715  1.6779  3.0723
N  -0.5625  0.9165  3.3892
C  -1.0417  0.6666  4.6051
C  -2.3796  0.3038  4.5072
C  -2.6454  0.3545  3.1497
N  -1.5477  0.7415  2.4800
N  1.4857  1.0664  1.8372
C  2.8007  0.8677  1.7103
C  3.0977  0.6842  0.3703
C  1.8664  0.7832  -0.2694
N  0.8953  1.0190  0.6154
H  1.4888  1.5591  4.0337
H  0.4776  2.8216  2.8293
H  -0.4097  0.8000  5.4667
H  -3.0526  0.0471  5.3057
H  -3.5514  0.1292  2.6114
H  3.4389  0.8978  2.5778
H  4.0612  0.5002  -0.0720
H  1.6343  0.6913  -1.3163
C  1.0936  6.7692  1.4068
C  1.4406  6.3191  -0.0098
As  1.6570  4.3506  -0.0547
C  1.6409  3.9928  -2.0071
C  1.6237  5.1958  -2.9446
C  3.6057  4.2871  0.2598
C  4.5049  5.0331  -0.7177
H  0.9460  7.8497  1.4616
H  1.8896  6.5103  2.1084
H  0.1853  6.2846  1.7717
H  2.3490  6.8158  -0.3515
H  0.6503  6.5922  -0.7116
H  0.7662  3.3632  -2.1863
H  2.5133  3.3646  -2.2029
H  0.6618  5.7100  -2.9123
H  1.7918  4.8871  -3.9788
H  2.3932  5.9248  -2.6882
H  3.8575  3.2263  0.2757
H  3.7505  4.6520  1.2803
H  4.3505  4.6947  -1.7437
H  5.5584  4.8709  -0.4784
H  4.3325  6.1099  -0.6953
F  2.9890  -2.2729  -0.4549
C  3.0001  -3.0793  -1.5259
C  1.8246  -3.6819  -1.9428
C  1.9209  -4.5128  -3.0459
F  0.8527  -5.1778  -3.4999
C  3.1143  -4.7230  -3.7151
F  3.1682  -5.5326  -4.7716
C  4.2634  -4.0923  -3.2740
F  5.4150  -4.2861  -3.9066
C  4.2102  -3.2643  -2.1668
F  5.3151  -2.6578  -1.7329
Ge  0.1805  -3.2583  -0.9430
S  -0.4232  -1.2282  -1.3742
C  -1.2633  -4.4805  -1.5074
C  -1.8973  -5.4117  -0.7064
F  -1.4749  -5.6483  0.5468
C  -3.0087  -6.1226  -1.1215
F  -3.6044  -6.9919  -0.3017
C  -3.5209  -5.9045  -2.3856
F  -4.5940  -6.5736  -2.7961
C  -2.9156  -4.9814  -3.2200
F  -3.4069  -4.7684  -4.4402
C  -1.8092  -4.2880  -2.7678
F  -1.2601  -3.3998  -3.6022
C  0.7231  -3.7155  0.9036
C  0.7344  -2.8424  1.9717
F  0.3133  -1.5618  1.8223
C  1.1734  -3.1878  3.2351
F  1.1598  -2.3077  4.2323
C  1.6420  -4.4725  3.4472
F  2.0734  -4.8308  4.6502
C  1.6653  -5.3799  2.4017
F  2.1205  -6.6128  2.6064
C  1.2109  -4.9859  1.1568
F  1.2515  -5.8871  0.1663

Computed properties:
- total energy (Ha) = -8673.4413
- E_HOMO (eV) = -8.05
- relative energy (zero: lowest compared OMol25 entry of this formula, charge and spin) (eV) = 0.6318